This record from OMol25 describes a molecular structure, C11H19NOPSn in a non-equilibrium geometry. The level of theory is ωB97M-V with the def2-TZVPD basis set.

## Properties
Electronic energy, Ha: -1116.05239
Net charge: -1
Strongest force on any atom, eV Å⁻¹: 3.6

Geometry (Å):
C: 3.2455 1.1327 -3.2869
C: 3.4758 2.3572 -2.6328
C: 2.2312 3.0443 -2.4714
C: 1.1867 2.2512 -3.0453
C: 1.7389 1.0665 -3.5652
Sn: 1.7224 -0.3155 1.2120
P: 3.1126 -2.2682 -0.0205
H: 3.9617 0.3636 -3.5582
H: 4.4469 2.7222 -2.3040
H: 2.1011 4.0147 -1.9956
H: 1.2364 0.2511 -4.0759
H: 0.1344 2.5266 -3.0889
H: 3.5702 -3.3289 0.8330
H: 4.3163 -1.8035 -0.6494
H: 2.4056 -2.9312 -1.0763
O: 0.2490 -0.5435 -0.2730
C: -0.9617 -0.6171 0.2276
C: -1.4282 -1.8325 0.9536
C: -1.3985 -1.5847 2.4641
C: -2.6518 -0.8407 2.9296
C: -2.7650 0.5872 2.4077
C: -2.9642 0.6935 0.8972
N: -1.7263 0.4591 0.1341
H: -2.4540 -2.0438 0.6150
H: -0.7845 -2.6757 0.6760
H: -1.3518 -2.5544 2.9784
H: -0.4849 -1.0355 2.7584
H: -3.5405 -1.4086 2.6192
H: -2.6626 -0.8119 4.0265
H: -3.6373 1.0608 2.8772
H: -1.8917 1.1807 2.7116
H: -3.7327 -0.0192 0.5651
H: -3.3018 1.7037 0.6445
H: -1.3967 1.1995 -0.4875

Charge distribution, Mulliken scheme, values in e:
1. C -0.59
2. C -0.54
3. C -0.55
4. C -0.59
5. C -0.55
6. Sn -0.02
7. P -0.20
8. H 0.40
9. H 0.35
10. H 0.35
11. H 0.36
12. H 0.46
13. H 0.08
14. H 0.08
15. H 0.09
16. O -0.75
17. C 0.33
18. C -0.72
19. C -0.38
20. C -0.77
21. C -0.48
22. C -0.85
23. N -0.06
24. H 0.44
25. H 0.29
26. H 0.39
27. H 0.06
28. H 0.29
29. H 0.33
30. H 0.34
31. H 0.30
32. H 0.28
33. H 0.43
34. H 0.40